w | {"formula": "C3H7NO3", "method": "ωB97M-V with the def2-TZVPD basis set", "homo_lumo_gap_ev": 10.12, "symbols": ["O", "O", "O", "N", "C", "C", "C", "H", "H", "H", "H", "H", "H", "H"], "coordinates": [[-2.349, 0.634, 0.303], [1.471, -1.801, 0.268], [1.598, -0.461, -1.612], [1.181, -0.481, -0.240], [-0.745, 0.774, 0.449], [-0.183, 1.935, 0.696], [-0.548, -0.456, -0.276], [-0.765, 2.750, 1.112], [1.513, -1.393, -1.886], [2.211, -1.619, 0.874], [-2.642, -0.161, 0.777], [-0.819, -1.347, 0.291], [-0.811, -0.426, -1.334], [0.889, 2.051, 0.579]], "lowdin_charge": [-0.10, -0.07, -0.07, -0.16, -0.26, 0.08, -0.06, 0.08, 0.09, 0.10, 0.06, 0.12, 0.13, 0.07]}

x | {"formula": "C3H7NO3", "method": "ωB97M-V with the def2-TZVPD basis set", "homo_lumo_gap_ev": 10.75, "symbols": ["O", "O", "O", "N", "C", "C", "C", "H", "H", "H", "H", "H", "H", "H"], "coordinates": [[1.479, 1.173, 2.510], [-1.139, -0.596, -1.961], [0.626, 0.150, -3.106], [0.155, 0.489, 0.128], [0.593, 0.372, 2.571], [-0.355, -0.545, -3.019], [-0.164, -0.185, 1.379], [-1.235, -0.040, 1.543], [-0.675, -1.257, -3.787], [0.070, 1.491, 0.261], [1.101, 0.356, -0.212], [0.273, -0.060, 3.537], [-0.772, -0.092, -1.188], [0.043, -1.256, 1.344]], "lowdin_charge": [0.07, 0.04, 0.04, 0.00, -0.26, -0.42, -0.21, 0.12, 0.13, 0.11, 0.10, 0.12, 0.04, 0.13]}

Stability ranking, top entry: x; the second entry is 0.2043 hartree less favorable.

w | {"formula": "C9H26MnO9", "method": "ωB97M-V with the def2-TZVPD basis set", "homo_lumo_gap_ev": [8.73, 8.70], "multiplicity": 6, "symbols": ["Mn", "O", "O", "O", "O", "O", "O", "O", "O", "O", "C", "C", "C", "C", "C", "C", "C", "C", "C", "H", "H", "H", "H", "H", "H", "H", "H", "H", "H", "H", "H", "H", "H", "H", "H", "H", "H", "H", "H", "H", "H", "H", "H", "H", "H"], "coordinates": [[1.015, -0.733, -1.546], [-2.308, -3.248, -1.409], [-0.447, -3.471, 2.147], [1.215, -2.688, -0.582], [2.879, -1.420, -0.579], [2.420, 0.985, -1.978], [-1.098, -0.873, -0.765], [2.186, 3.126, 0.043], [-4.412, 4.044, 1.292], [0.166, 0.760, -0.278], [-1.725, -2.826, 2.272], [-2.798, -3.169, -2.776], [-0.965, 0.223, -0.199], [-2.016, 0.905, 0.555], [3.429, 3.123, 0.729], [-4.095, 5.004, 2.313], [3.176, -3.631, 0.319], [3.507, 1.180, -2.925], [2.403, -2.547, -0.346], [-2.248, -2.351, -3.241], [1.627, 2.490, 0.496], [-2.853, 1.139, -0.102], [-2.337, -3.144, 3.116], [-2.726, -4.092, -3.350], [4.087, 2.487, 0.137], [-1.844, -2.415, -1.297], [-3.747, 3.908, 0.613], [-1.585, -1.751, 2.381], [-1.734, 1.855, 1.007], [-2.342, -2.896, 1.376], [3.968, 0.194, -2.995], [3.365, 1.432, -3.976], [2.519, 1.606, -1.253], [-2.289, 0.262, 1.392], [-3.299, 5.637, 1.919], [-3.758, 4.451, 3.190], [3.880, 4.102, 0.891], [3.278, 2.714, 1.728], [-4.981, 5.613, 2.492], [4.224, 1.936, -2.604], [0.025, -3.347, 2.973], [-3.818, -2.823, -2.607], [4.137, -3.810, -0.163], [2.610, -4.557, 0.219], [3.309, -3.383, 1.372]], "mulliken_spin": [4.86, 0.00, 0.00, 0.05, 0.05, 0.01, 0.02, 0.00, 0.00, 0.07, 0.00, 0.00, -0.03, 0.00, 0.00, 0.00, 0.00, 0.01, -0.03, 0.00, 0.00, 0.00, 0.00, 0.00, 0.00, 0.00, 0.00, 0.00, 0.00, 0.00, 0.00, 0.00, 0.00, 0.00, 0.00, 0.00, 0.00, 0.00, 0.00, 0.00, 0.00, 0.00, 0.00, 0.00, 0.00]}

x | {"formula": "C9H26MnO9", "method": "ωB97M-V with the def2-TZVPD basis set", "homo_lumo_gap_ev": [6.02, 5.95], "multiplicity": 6, "symbols": ["Mn", "O", "O", "O", "O", "O", "O", "O", "O", "O", "C", "C", "C", "C", "C", "C", "C", "C", "C", "H", "H", "H", "H", "H", "H", "H", "H", "H", "H", "H", "H", "H", "H", "H", "H", "H", "H", "H", "H", "H", "H", "H", "H", "H", "H"], "coordinates": [[-0.836, 0.653, 2.760], [1.701, -3.723, 1.361], [0.607, 0.293, 1.224], [-3.887, 2.377, -2.765], [3.968, -2.533, -3.621], [-4.658, 1.455, 1.857], [3.502, 0.183, 0.336], [-1.445, 0.332, 0.637], [-0.106, 4.975, 2.498], [-0.704, 2.875, 2.636], [0.118, -0.171, -1.051], [0.574, 3.535, 0.734], [-0.104, 3.832, 2.066], [3.466, -0.993, 0.982], [-4.940, 0.216, 1.207], [-2.606, 1.870, -2.502], [3.224, -2.525, -2.409], [-0.255, 0.270, 0.308], [0.370, -3.377, 0.988], [-4.122, 2.998, -2.071], [-0.754, 0.060, -1.663], [4.682, -3.129, -3.383], [-0.445, -4.101, 0.994], [3.839, -3.015, -1.653], [4.395, -1.545, 1.129], [0.242, -1.253, -1.014], [0.921, 4.490, 0.340], [3.054, -1.525, -2.011], [-2.463, 1.566, -1.465], [-2.248, 0.991, -3.038], [3.173, -0.833, 2.020], [-5.536, 0.386, 0.310], [0.376, -3.132, -0.074], [-5.315, -0.554, 1.881], [2.748, -1.609, 0.440], [0.135, -2.561, 1.672], [1.469, 2.918, 0.815], [-0.192, 3.042, 0.136], [2.289, -3.084, -2.410], [2.774, 0.702, 0.687], [1.615, -4.398, 2.038], [-3.849, 1.386, 2.370], [-1.831, 2.597, -2.745], [-4.013, -0.200, 0.814], [1.068, 0.262, -1.368]], "mulliken_spin": [4.88, 0.00, 0.06, 0.00, 0.00, 0.00, 0.00, 0.04, 0.01, 0.06, 0.00, 0.01, 0.00, 0.00, 0.00, 0.00, 0.00, -0.06, 0.00, 0.00, 0.00, 0.00, 0.00, 0.00, 0.00, 0.00, 0.00, 0.00, 0.00, 0.00, 0.00, 0.00, 0.00, 0.00, 0.00, 0.01, 0.00, 0.00, 0.00, 0.00, 0.00, 0.00, 0.00, 0.00, 0.00]}

Stability ranking, top entry: w; the second entry is 0.1023 hartree less favorable.

w | {"formula": "C3H5BrN2", "method": "ωB97M-V with the def2-TZVPD basis set", "homo_lumo_gap_ev": 9.12, "symbols": ["Br", "N", "N", "C", "C", "C", "H", "H", "H", "H", "H"], "coordinates": [[3.055, -0.925, -0.038], [-1.115, -0.707, -0.091], [-0.051, 2.661, -0.273], [1.195, -0.361, -0.344], [0.882, 2.530, 0.339], [0.143, -1.151, -0.062], [1.199, 0.705, -0.489], [-1.242, 0.193, -0.353], [0.109, -2.243, 0.100], [-1.867, -1.245, -0.364], [1.882, 2.352, 0.860]], "lowdin_charge": [0.53, 0.08, 0.07, -0.57, -0.11, -0.31, -0.05, 0.04, 0.13, 0.07, 0.12]}

x | {"formula": "C3H5BrN2", "method": "ωB97M-V with the def2-TZVPD basis set", "homo_lumo_gap_ev": 9.10, "symbols": ["Br", "N", "N", "C", "C", "C", "H", "H", "H", "H", "H"], "coordinates": [[-2.787, 0.908, -0.804], [-0.663, 1.122, 1.327], [0.472, 0.142, 1.193], [0.886, -0.887, -1.106], [0.004, -0.149, -0.086], [-1.026, 0.672, 0.046], [1.140, -0.187, -1.842], [1.600, -1.446, -0.460], [-1.382, 0.999, 2.113], [0.316, -1.590, -1.695], [1.441, 0.417, 1.314]], "lowdin_charge": [0.61, -0.01, 0.02, -0.01, -0.37, -0.71, 0.05, 0.09, 0.14, 0.07, 0.12]}

y | {"formula": "C3H5BrN2", "method": "ωB97M-V with the def2-TZVPD basis set", "homo_lumo_gap_ev": 8.30, "symbols": ["Br", "N", "N", "C", "C", "C", "H", "H", "H", "H", "H"], "coordinates": [[-4.970, 0.055, -0.004], [-1.077, -0.431, -0.167], [-2.486, -0.639, -0.063], [-3.235, 0.466, 0.171], [0.813, 0.840, 0.067], [-0.629, 0.796, -0.197], [-0.392, -1.163, -0.123], [1.200, 1.718, 0.372], [-2.660, -1.587, -0.105], [1.230, -0.031, 0.756], [1.452, 0.738, -0.801]], "lowdin_charge": [0.69, -0.06, -0.14, -0.63, -0.14, -0.13, 0.13, 0.01, 0.09, 0.11, 0.07]}

Stability ranking, top entry: w; the second entry is 0.0418 hartree less favorable.

w | {"formula": "C4H9N3", "method": "ωB97M-V with the def2-TZVPD basis set", "homo_lumo_gap_ev": 8.22, "symbols": ["N", "N", "N", "C", "C", "C", "C", "H", "H", "H", "H", "H", "H", "H", "H", "H"], "coordinates": [[1.848, -0.057, 0.074], [0.536, 1.968, 0.393], [0.011, -1.303, 1.676], [-0.125, -0.436, 0.592], [0.785, 0.766, 0.657], [-1.204, -0.491, -0.228], [-1.467, 0.399, -1.393], [2.403, 0.378, -0.652], [-0.849, 1.301, -1.375], [1.306, 2.490, -0.019], [2.111, -1.021, 0.199], [-2.044, -1.078, 0.124], [-1.307, -0.119, -2.342], [-0.425, -2.206, 1.573], [-2.504, 0.734, -1.379], [0.925, -1.324, 2.100]], "lowdin_charge": [0.09, 0.15, 0.08, -0.37, -0.36, -0.14, -0.12, 0.08, 0.05, 0.06, 0.08, 0.10, 0.06, 0.09, 0.07, 0.08]}

x | {"formula": "C4H9N3", "method": "ωB97M-V with the def2-TZVPD basis set", "homo_lumo_gap_ev": [7.43, 7.44], "symbols": ["N", "N", "N", "C", "C", "C", "C", "H", "H", "H", "H", "H", "H", "H", "H", "H"], "coordinates": [[0.752, 1.364, -0.956], [0.157, -0.313, -0.045], [-0.128, 1.897, 1.248], [0.940, -1.162, 0.834], [-0.717, 0.822, 0.777], [-0.240, 1.959, -0.211], [-0.635, -1.026, -1.032], [-0.999, 2.529, -0.737], [0.013, -1.626, -1.672], [0.278, -1.732, 1.501], [-1.172, -0.300, -1.642], [1.578, -0.526, 1.451], [-1.361, -1.691, -0.545], [1.607, 1.338, -0.395], [-1.621, 0.334, 1.160], [1.548, -1.867, 0.264]], "lowdin_charge": [0.17, -0.25, 0.06, -0.07, -0.29, -0.39, -0.09, 0.11, 0.09, 0.10, 0.09, 0.08, 0.09, 0.08, 0.13, 0.09]}

Stability ranking, top entry: w; the second entry is 0.1295 hartree less favorable.

w | {"formula": "C6H7NO", "method": "ωB97M-V with the def2-TZVPD basis set", "homo_lumo_gap_ev": 7.52, "symbols": ["O", "N", "C", "C", "C", "C", "C", "C", "H", "H", "H", "H", "H", "H", "H"], "coordinates": [[-2.303, 0.015, -0.063], [1.863, 0.005, -0.021], [1.177, -1.114, 0.237], [-1.570, -1.074, 0.109], [-0.188, -0.747, -0.239], [-0.182, 0.703, 0.315], [-1.540, 1.125, -0.103], [1.167, 1.151, -0.175], [-2.142, 1.979, 0.224], [-0.188, 0.445, 1.363], [1.673, 2.117, -0.125], [-0.054, -0.605, -1.332], [-2.161, -1.962, -0.020], [2.833, -0.036, -0.087], [1.614, -2.003, -0.083]], "lowdin_charge": [0.00, -0.01, -0.09, -0.09, -0.27, -0.28, -0.08, -0.04, 0.11, 0.15, 0.11, 0.16, 0.11, 0.14, 0.08]}

x | {"formula": "C6H7NO", "method": "ωB97M-V with the def2-TZVPD basis set", "homo_lumo_gap_ev": 9.85, "symbols": ["O", "N", "C", "C", "C", "C", "C", "C", "H", "H", "H", "H", "H", "H", "H"], "coordinates": [[1.472, -1.844, 1.025], [0.000, -1.314, -0.809], [0.373, -1.293, 1.774], [0.427, -1.353, 0.328], [-0.998, 0.687, -1.361], [-1.110, -0.626, -1.232], [0.578, 1.584, 0.349], [0.220, 1.437, -0.890], [0.870, 1.618, -1.731], [-1.687, 1.272, -1.942], [-0.310, 1.573, 1.122], [0.647, -0.436, 2.290], [-0.236, -2.062, 2.407], [1.465, 2.041, 0.565], [-1.712, -1.283, -1.895]], "lowdin_charge": [0.07, 0.12, -0.04, -0.38, -0.10, -0.16, -0.02, -0.18, 0.11, 0.09, 0.13, 0.07, 0.15, 0.03, 0.13]}

Stability ranking, top entry: x; the second entry is 0.0763 hartree less favorable.

w | {"formula": "C6H7NO", "method": "ωB97M-V with the def2-TZVPD basis set", "homo_lumo_gap_ev": 10.06, "symbols": ["O", "N", "C", "C", "C", "C", "C", "C", "H", "H", "H", "H", "H", "H", "H"], "coordinates": [[1.988, 0.025, -1.104], [0.272, -0.111, 1.493], [-1.174, -1.195, -0.230], [1.027, 0.001, -0.402], [0.325, 1.020, 0.502], [0.260, -1.082, 0.354], [-1.019, 1.300, -0.144], [-1.666, 0.231, -0.571], [0.841, 1.906, 0.902], [-1.426, 2.283, -0.234], [-2.550, 0.305, -1.174], [0.708, -2.019, 0.573], [1.215, -0.093, 1.963], [-1.241, -1.826, -1.196], [-1.866, -1.637, 0.489]], "lowdin_charge": [0.12, 0.05, -0.11, -0.35, -0.22, -0.22, -0.04, -0.09, 0.15, 0.10, 0.09, 0.13, 0.13, 0.14, 0.11]}

x | {"formula": "C6H7NO", "method": "ωB97M-V with the def2-TZVPD basis set", "homo_lumo_gap_ev": 7.40, "symbols": ["O", "N", "C", "C", "C", "C", "C", "C", "H", "H", "H", "H", "H", "H", "H"], "coordinates": [[-2.343, -0.512, -0.235], [1.215, -1.708, 0.100], [0.132, -0.915, 0.475], [1.860, 0.592, -0.012], [-1.211, -1.397, 0.098], [2.222, -0.793, -0.276], [-0.631, 1.628, 0.055], [0.428, 0.577, 0.259], [2.701, 1.339, 0.040], [-1.945, 1.070, -0.461], [-0.980, 1.774, 1.208], [-0.436, 2.857, -0.654], [-1.338, -2.551, -0.057], [-3.152, -1.164, -0.048], [3.479, -0.798, -0.492]], "lowdin_charge": [-0.15, 0.01, -0.27, -0.09, 0.03, -0.15, -0.14, -0.27, 0.10, 0.19, 0.09, 0.17, 0.15, 0.17, 0.16]}

y | {"formula": "C6H7NO", "method": "ωB97M-V with the def2-TZVPD basis set", "homo_lumo_gap_ev": 8.60, "symbols": ["O", "N", "C", "C", "C", "C", "C", "C", "H", "H", "H", "H", "H", "H", "H"], "coordinates": [[1.676, -0.372, -1.519], [-2.499, -0.462, -0.173], [-0.189, 1.084, -0.256], [1.081, -0.341, -0.426], [-0.122, -1.317, -0.278], [-1.190, -0.594, -0.141], [-0.372, 2.281, -0.338], [1.867, -0.229, 0.887], [-2.957, -0.504, -1.076], [2.440, 0.698, 0.864], [-0.026, -2.394, -0.287], [-0.519, 3.326, -0.479], [-2.946, 0.131, 0.515], [2.543, -1.085, 0.948], [1.213, -0.223, 1.761]], "lowdin_charge": [0.00, 0.13, -0.08, -0.61, 0.02, -0.19, 0.11, -0.03, 0.12, 0.09, 0.12, 0.02, 0.12, 0.09, 0.08]}

Stability ranking, top entry: w; the second entry is 0.1428 hartree less favorable.